# 1
The following is a DFT calculation (wB97M-V/def2-TZVPD) of a molecular structure, C61H58BMoN11O3.

Computed properties:
* gap between HOMO and LUMO (spin up / spin down): 7.38 / 7.42 eV
* multiplicity: 3
* strongest force on any atom: 0.590 eV/Å

Geometry (Å):
Mo: -0.2968 0.4603 0.2630
C: 0.9371 5.9947 2.1072
C: 0.1585 4.7277 2.2384
C: -0.6407 4.3397 3.2920
C: -1.2648 3.1580 2.8620
N: -0.8535 2.8350 1.6397
N: 0.0228 3.7971 1.2681
B: 0.5547 3.7862 -0.1775
N: -0.6375 3.4633 -1.0942
N: -0.8547 2.2573 -1.6721
C: -1.9725 2.3833 -2.3860
C: -2.5176 3.6634 -2.2208
C: -1.6371 4.3199 -1.3829
C: -1.7100 5.7020 -0.8288
C: -2.4377 1.3385 -3.3122
C: -1.5130 0.6006 -4.0479
C: -1.9338 -0.3301 -4.9814
C: -3.2898 -0.5408 -5.1930
C: -4.2189 0.1904 -4.4683
C: -3.7949 1.1307 -3.5401
N: 1.7518 2.8148 -0.4340
N: 1.6474 1.5729 -0.9878
C: 2.8884 1.2188 -1.3369
C: 3.8110 2.1773 -0.9125
C: 3.0462 3.1830 -0.3583
C: 3.5356 4.4568 0.2368
C: 3.2123 0.1262 -2.2716
C: 4.3411 -0.6685 -2.0911
C: 4.7253 -1.5766 -3.0683
C: 3.9816 -1.7027 -4.2332
C: 2.8582 -0.9081 -4.4228
C: 2.4843 0.0073 -3.4537
C: -2.3455 2.4718 3.5905
C: -3.5628 2.2279 2.9638
C: -4.6262 1.6900 3.6724
C: -4.4875 1.4073 5.0237
C: -3.2797 1.6619 5.6619
C: -2.2139 2.1890 4.9486
H: 2.0131 5.8385 2.1330
H: 0.6777 6.6523 2.9356
H: 0.7014 6.5094 1.1758
H: -0.8193 4.8768 4.2083
H: 0.9626 4.8894 -0.4195
H: -3.3848 4.0780 -2.7071
H: -2.4663 6.2762 -1.3612
H: -0.7549 6.2188 -0.9198
H: -1.9774 5.6810 0.2307
H: -0.4602 0.7742 -3.8768
H: -1.2018 -0.8997 -5.5398
H: -3.6209 -1.2718 -5.9200
H: -5.2783 0.0319 -4.6266
H: -4.5245 1.7052 -2.9850
H: 4.8727 2.1907 -1.0922
H: 4.6103 4.5356 0.0809
H: 3.3490 4.4720 1.3108
H: 3.0511 5.3275 -0.2014
H: 4.9295 -0.5665 -1.1856
H: 5.6067 -2.1880 -2.9205
H: 4.2844 -2.4096 -4.9952
H: 2.2793 -0.9922 -5.3338
H: 1.6269 0.6507 -3.5970
H: -3.6709 2.4796 1.9157
H: -5.5640 1.4974 3.1664
H: -5.3193 0.9958 5.5811
H: -3.1675 1.4445 6.7168
H: -1.2682 2.3844 5.4406
C: 2.7109 1.3421 3.4097
C: 1.4619 0.7689 2.7904
O: 1.2308 1.1450 1.5937
C: 0.6658 -0.0849 3.5354
C: -0.6305 -0.5121 3.1851
C: -1.4382 -1.2368 4.2205
N: -1.1764 -0.2778 2.0086
N: -2.5435 -0.5455 1.9466
C: -3.0278 0.0553 0.9209
O: -2.2699 0.7057 0.0668
C: -4.4845 0.0747 0.6761
C: -5.3278 -0.8358 1.3070
C: -6.6946 -0.7708 1.0957
C: -7.2265 0.2088 0.2647
C: -6.3862 1.1212 -0.3568
C: -5.0151 1.0525 -0.1569
H: 2.4433 2.1391 4.1061
H: 3.3442 1.7597 2.6280
H: 3.2591 0.5833 3.9696
H: 1.0061 -0.3360 4.5297
H: -0.8144 -1.4758 5.0789
H: -1.8694 -2.1451 3.8005
H: -2.2723 -0.6144 4.5429
H: -4.8994 -1.5832 1.9611
H: -7.3495 -1.4833 1.5805
H: -8.2958 0.2603 0.1049
H: -6.7995 1.8893 -0.9985
H: -4.3434 1.7588 -0.6278
C: 2.0951 -6.4607 -3.0200
C: 2.9631 -5.9288 -1.9140
C: 3.3092 -6.7099 -0.8170
C: 4.0724 -6.1961 0.2214
C: 4.5191 -4.8819 0.1738
N: 5.2612 -4.3789 1.2703
C: 5.4325 -3.0822 1.6908
O: 6.4358 -2.7331 2.2796
N: 4.4327 -2.1611 1.4039
C: 3.0436 -2.3523 1.3162
C: 2.3780 -3.4938 1.7367
C: 1.0066 -3.5620 1.5617
C: 0.3277 -2.4845 1.0382
N: 0.9577 -1.3457 0.7162
C: 2.2850 -1.2963 0.8201
C: 4.2154 -4.1025 -0.9335
C: 3.4418 -4.6225 -1.9542
H: 1.8570 -7.5123 -2.8649
H: 2.5888 -6.3656 -3.9885
H: 1.1558 -5.9066 -3.0757
H: 2.9641 -7.7354 -0.7611
H: 4.3065 -6.8123 1.0816
H: 5.9822 -4.9797 1.6411
H: 4.7342 -1.2270 1.6403
H: 2.9135 -4.3156 2.1864
H: 0.4561 -4.4460 1.8501
H: -0.7424 -2.5063 0.8918
H: 2.7598 -0.3645 0.5390
H: 4.5708 -3.0849 -0.9994
H: 3.2126 -3.9887 -2.8024
C: -1.2408 -3.1186 -3.1475
C: 0.0468 -2.6727 -2.8943
C: 0.2656 -1.6671 -1.9626
C: -0.7741 -1.0222 -1.2850
C: -2.0647 -1.4729 -1.5903
C: -2.2938 -2.5121 -2.4840
H: -1.4215 -3.9166 -3.8577
H: 0.8919 -3.1146 -3.4088
H: 1.2923 -1.4043 -1.7532
H: -2.9361 -1.0099 -1.1570
H: -3.3131 -2.8235 -2.6787

=====

# 2
The following is a DFT calculation (wB97M-V/def2-TZVPD) of a molecular structure, C61H70BrHgN8O5.

Computed properties:
* total charge: -2
* gap between HOMO and LUMO (spin up / spin down): 4.78 / 6.24 eV
* multiplicity: 2
* strongest force on any atom: 0.502 eV/Å

Geometry (Å):
Hg: -0.5117 -0.0901 -0.5532
C: -0.9706 0.5558 3.1020
N: 0.3406 0.5068 2.4803
C: 1.1965 -0.4112 3.2114
C: 0.9409 1.8326 2.3668
C: 1.0633 2.3906 0.9478
N: -0.1257 2.2370 0.1083
C: -1.2509 3.0240 0.6820
C: -2.6771 2.5040 0.7152
C: -3.4838 3.0089 1.7281
C: -4.8424 2.7383 1.7973
C: -5.3722 1.9478 0.7730
C: -4.6201 1.3915 -0.2498
C: -3.2066 1.6379 -0.2733
O: -2.4264 1.0929 -1.1412
C: -5.3307 0.6409 -1.3905
C: -4.5752 -0.5763 -1.9502
C: -6.7112 0.1268 -0.9541
C: -5.5215 1.6493 -2.5354
C: -5.7468 3.2346 2.9235
C: -6.3156 2.0333 3.6928
C: -6.9117 4.0535 2.3486
C: -4.9957 4.1207 3.9177
C: 0.1492 2.7871 -1.2537
C: 1.3414 2.2837 -2.0224
C: 2.5053 3.0363 -2.0414
C: 3.5803 2.7108 -2.8608
C: 3.3920 1.6198 -3.7071
C: 2.2382 0.8466 -3.7606
C: 1.2007 1.1140 -2.8187
O: 0.1428 0.3724 -2.6896
C: 2.1577 -0.1939 -4.8919
C: 3.3140 -1.2038 -4.7575
C: 0.8450 -0.9809 -4.9773
C: 2.3031 0.5468 -6.2334
C: 4.8805 3.5131 -2.9182
C: 5.0521 4.1222 -4.3179
C: 6.0853 2.6071 -2.6288
C: 4.8926 4.6539 -1.9005
H: -0.9343 1.0307 4.1007
H: -1.3498 -0.4589 3.2226
H: -1.6768 1.1141 2.4878
H: 1.3249 -0.0997 4.2657
H: 2.1766 -0.4627 2.7442
H: 0.7671 -1.4124 3.1942
H: 1.9618 1.7985 2.7599
H: 0.3960 2.5361 3.0122
H: 1.8811 1.8903 0.4337
H: 1.3228 3.4616 1.0395
H: -1.2650 3.9916 0.1584
H: -0.9881 3.2664 1.7134
H: -3.0139 3.6392 2.4774
H: -6.4352 1.7411 0.7973
H: -4.4634 -1.3558 -1.1935
H: -3.5868 -0.3112 -2.3083
H: -5.1646 -0.9960 -2.7720
H: -6.6371 -0.4616 -0.0365
H: -7.1164 -0.5193 -1.7365
H: -7.4319 0.9318 -0.7929
H: -4.5500 1.9936 -2.8954
H: -6.0912 2.5177 -2.1948
H: -6.0538 1.1848 -3.3718
H: -6.8830 1.3781 3.0299
H: -6.9792 2.3638 4.4987
H: -5.5064 1.4443 4.1296
H: -7.5331 3.4507 1.6849
H: -6.5344 4.9011 1.7730
H: -7.5485 4.4346 3.1534
H: -4.1727 3.5820 4.3913
H: -5.6789 4.4511 4.7047
H: -4.5855 5.0079 3.4306
H: 0.2768 3.8757 -1.1361
H: -0.7579 2.6022 -1.8315
H: 2.5462 3.9139 -1.4039
H: 4.1886 1.3765 -4.4047
H: 3.4061 -1.5541 -3.7276
H: 4.2733 -0.7684 -5.0467
H: 3.1350 -2.0715 -5.3991
H: 0.6768 -1.6085 -4.1084
H: 0.8926 -1.6218 -5.8649
H: -0.0156 -0.3202 -5.0601
H: 3.2183 1.1399 -6.2702
H: 1.4581 1.2219 -6.3844
H: 2.3233 -0.1698 -7.0611
H: 5.1076 3.3452 -5.0821
H: 5.9703 4.7166 -4.3717
H: 4.2051 4.7677 -4.5598
H: 6.0153 2.1727 -1.6316
H: 7.0181 3.1770 -2.6909
H: 6.1411 1.7838 -3.3429
H: 4.0824 5.3629 -2.0834
H: 5.8388 5.1978 -1.9677
H: 4.7908 4.2764 -0.8808
Br: 2.9977 -2.8666 7.6034
C: 4.2203 -2.7020 6.1558
C: 5.1660 -3.6883 5.9456
C: 6.0587 -3.5524 4.8937
C: 6.0007 -2.4597 4.0319
C: 5.0386 -1.4725 4.2717
C: 4.1561 -1.5893 5.3303
N: 7.0478 -2.3204 3.0835
N: 6.8654 -1.8170 1.9388
C: 5.6330 -1.6672 1.3377
C: 5.5322 -0.5469 0.4993
C: 4.3408 -0.0940 -0.0066
C: 3.1135 -0.7771 0.2528
O: 2.0173 -0.3191 -0.1175
C: 3.2396 -2.0876 0.9381
N: 2.1220 -2.8379 0.9981
C: 2.1931 -4.0464 1.5022
C: 3.3934 -4.6064 1.9650
C: 4.5284 -3.8426 1.9432
C: 4.4808 -2.5200 1.4533
H: 5.2094 -4.5513 6.5963
H: 6.8202 -4.3037 4.7233
H: 4.9767 -0.6125 3.6180
H: 3.4114 -0.8241 5.5048
H: 6.4513 0.0023 0.3206
H: 4.2727 0.7992 -0.6154
H: 1.2701 -4.6189 1.5277
H: 3.4153 -5.6268 2.3260
H: 5.4689 -4.2586 2.2778
O: -2.7461 -7.7070 -0.7457
N: -1.7908 -6.9671 -1.1048
O: -0.8260 -7.4365 -1.7730
C: -1.8230 -5.6251 -0.7492
C: -2.9188 -5.1860 -0.0087
C: -3.0441 -3.8502 0.4097
C: -4.1310 -3.3887 1.1896
C: -4.1852 -2.0769 1.5790
C: -3.1535 -1.2100 1.2007
N: -2.1248 -1.6210 0.4759
C: -2.0630 -2.8934 0.0697
C: -0.9265 -3.3234 -0.7410
N: -0.0399 -2.3784 -1.0716
C: 1.0473 -2.6852 -1.7465
C: 1.3036 -3.9900 -2.1439
C: 0.3955 -4.9812 -1.8418
C: -0.7766 -4.6765 -1.1237
H: -3.6783 -5.9073 0.2488
H: -4.9106 -4.0889 1.4668
H: -5.0098 -1.6951 2.1677
H: -3.1806 -0.1644 1.4712
H: 1.7186 -1.8639 -1.9651
H: 2.2091 -4.2186 -2.6907
H: 0.5573 -6.0017 -2.1435

=====

# 3
The following is a DFT calculation (wB97M-V/def2-TZVPD) of 10 unconnected molecules or ions with the total composition C61H71Br2F13N2O28S in a non-equilibrium geometry.

Computed properties:
* gap between HOMO and LUMO: 8.24 eV
* SMILES string: [H]/N=C(\C)Cc1c(O)cc2c(c1C[C@@H](C)F)N(CCC(F)=C(F)F)c1ccc(CCCCCCCCC)c([C@@H](Br)[C@@H](C)Br)c1S2.O=C1OC[C@@H](F)O1.O=C1OC[C@@H](F)O1.O=C1OC[C@@H](F)O1.O=C1OC[C@@H](F)O1.O=C1OC[C@@H](F)O1.O=C1OC[C@@H](F)O1.O=C1OC[C@@H](F)O1.O=C1OC[C@@H](F)O1.O=C1OC[C@@H](F)O1
* strongest force on any atom: 3.110 eV/Å

Geometry (Å):
H: -1.0090 -2.2047 -4.3010
N: -1.1429 -2.9731 -3.6323
C: -2.3698 -3.3361 -3.6013
C: -3.4021 -2.6066 -4.5198
C: -2.7702 -4.4902 -2.5838
C: -1.9941 -4.2108 -1.2676
C: -0.8890 -5.1096 -0.9111
O: -0.6201 -6.1985 -1.7591
C: -0.0458 -4.9537 0.2606
C: -0.3564 -3.8075 1.1271
C: -1.4581 -2.8869 0.8728
C: -2.2787 -3.1072 -0.3458
C: -3.4342 -2.1153 -0.6569
C: -4.8685 -2.5632 -0.1694
C: -5.0360 -4.0826 0.1376
F: -5.3203 -1.7570 0.9237
N: -1.8146 -1.7377 1.6794
C: -2.8296 -2.0414 2.7213
C: -2.3071 -2.8080 3.9920
C: -2.3225 -4.3801 3.8254
F: -2.9799 -5.0120 2.7955
C: -1.6414 -5.0868 4.7847
F: -1.9146 -4.7375 6.0931
F: -0.7128 -6.0446 4.5318
C: -0.6671 -1.0058 2.1843
C: -0.7816 0.4603 2.2008
C: 0.3604 1.2318 2.6577
C: 1.6163 0.6048 3.0927
C: 2.7534 1.5989 3.5006
C: 3.1455 2.5085 2.2719
C: 3.6261 1.6984 0.9986
C: 3.2883 2.4495 -0.3495
C: 3.8646 1.7614 -1.6568
C: 4.5046 0.3429 -1.4421
C: 4.7586 -0.4308 -2.8072
C: 5.0814 -1.9584 -2.4708
C: 6.5643 -2.3815 -2.8248
C: 1.7450 -0.8738 3.1203
C: 3.0510 -1.5935 3.6166
Br: 4.6442 -1.1130 2.5224
C: 3.2855 -1.3385 5.1682
C: 1.9603 -1.7491 5.9543
Br: 4.7958 -2.5321 5.7054
C: 0.5838 -1.6289 2.6560
S: 0.6602 -3.4607 2.6118
H: -2.9034 -2.0799 -5.3824
H: -4.1994 -3.2647 -4.9453
H: -3.9217 -1.7919 -3.9335
H: -2.4486 -5.4409 -3.0867
H: -3.8813 -4.4689 -2.4828
H: -0.1829 -5.8297 -2.5484
H: 0.7964 -5.6277 0.5257
H: -3.2525 -1.0990 -0.2040
H: -3.4933 -1.9528 -1.7637
H: -5.5812 -2.3241 -1.0117
H: -4.8718 -4.7572 -0.7319
H: -6.1078 -4.2359 0.4543
H: -4.4039 -4.4161 0.9954
H: -3.3857 -1.0985 2.9667
H: -3.5873 -2.7182 2.2345
H: -1.3255 -2.4623 4.3889
H: -3.0605 -2.6057 4.8134
H: -1.7393 0.9033 1.8404
H: 0.2976 2.3474 2.6620
H: 2.3435 2.2157 4.3520
H: 3.6635 1.0851 3.8912
H: 3.9804 3.1823 2.6225
H: 2.3071 3.1714 1.9242
H: 4.7528 1.6683 1.0666
H: 3.1921 0.6712 0.9373
H: 2.1642 2.5176 -0.4205
H: 3.7032 3.4931 -0.2352
H: 3.0212 1.6333 -2.3857
H: 4.6106 2.4763 -2.1098
H: 5.4409 0.4099 -0.8220
H: 3.8082 -0.3306 -0.8617
H: 5.6379 -0.0283 -3.3720
H: 3.8392 -0.3834 -3.4582
H: 4.9287 -2.1564 -1.3722
H: 4.3712 -2.6559 -2.9966
H: 7.0013 -2.9736 -1.9711
H: 6.6169 -3.0267 -3.7432
H: 7.2432 -1.4928 -2.9707
H: 2.9655 -2.7094 3.5130
H: 3.6127 -0.2981 5.3912
H: 1.3890 -2.4949 5.3499
H: 1.3497 -0.8395 6.1918
H: 2.3162 -2.1720 6.9347
O: -1.3799 -4.6861 11.7767
C: -1.4659 -5.5200 10.9372
O: -0.3984 -6.1227 10.3427
C: -0.9174 -7.1479 9.4998
C: -2.3159 -6.6694 9.2428
F: -3.1688 -7.7120 9.0847
O: -2.6471 -5.9915 10.4388
H: -0.8921 -8.1026 10.0303
H: -0.3322 -7.2387 8.5855
H: -2.4094 -5.9854 8.3958
O: 2.2695 1.7500 -5.2392
C: 3.1876 2.4428 -5.5408
O: 3.7849 2.4301 -6.7634
C: 4.7419 3.4861 -6.7671
C: 5.0158 3.6690 -5.3042
F: 5.3067 4.9582 -5.0184
O: 3.7773 3.3436 -4.7026
H: 4.3017 4.3753 -7.2247
H: 5.6332 3.2065 -7.3277
H: 5.7991 3.0176 -4.9072
O: 2.9230 6.7496 -6.4436
C: 3.2083 7.6438 -5.7132
O: 4.1475 7.5616 -4.7341
C: 4.2848 8.8682 -4.1822
C: 2.9678 9.4986 -4.5237
F: 3.1006 10.8321 -4.7325
O: 2.6281 8.8794 -5.7492
H: 5.1291 9.3754 -4.6553
H: 4.4598 8.8241 -3.1096
H: 2.1780 9.3185 -3.7901
O: 7.5152 7.3421 -0.5404
C: 7.2405 8.4894 -0.6480
O: 7.9789 9.5075 -0.1261
C: 7.3951 10.7224 -0.5856
C: 5.9871 10.3034 -0.8921
F: 5.4756 11.0219 -1.9246
O: 6.1360 8.9592 -1.3069
H: 7.9308 11.0708 -1.4719
H: 7.4437 11.4953 0.1804
H: 5.3066 10.3502 -0.0384
O: -1.7036 -11.6766 0.7084
C: -1.9371 -10.5205 0.5639
O: -1.1804 -9.5156 1.0827
C: -1.7111 -8.2907 0.5745
C: -3.1210 -8.6736 0.2396
F: -3.5777 -7.9700 -0.8238
O: -3.0037 -10.0340 -0.1368
H: -1.1398 -7.9835 -0.3040
H: -1.6597 -7.4986 1.3213
H: -3.8215 -8.5816 1.0723
O: 1.1433 7.1267 0.3876
C: 0.3856 6.2195 0.2517
O: -0.8984 6.3522 -0.1729
C: -1.4189 5.0341 -0.3301
C: -0.5403 4.2336 0.5805
F: -0.3701 2.9724 0.1112
O: 0.6975 4.9132 0.5103
H: -1.3287 4.7296 -1.3749
H: -2.4681 4.9904 -0.0424
H: -0.8817 4.1981 1.6191
O: -5.4369 -6.7966 0.4838
C: -6.4346 -7.3842 0.7487
O: -6.6173 -8.1067 1.8881
C: -7.9761 -8.5383 1.8916
C: -8.3258 -8.4968 0.4326
F: -9.6327 -8.1909 0.2504
O: -7.5370 -7.4267 -0.0529
H: -8.5759 -7.8455 2.4861
H: -8.0698 -9.5371 2.3157
H: -8.0820 -9.4100 -0.1158
O: -3.2543 7.5436 0.1373
C: -3.2378 8.5289 -0.5225
O: -2.1796 9.3810 -0.5995
C: -2.5019 10.3539 -1.5886
C: -4.0019 10.3066 -1.6052
F: -4.4878 10.5785 -2.8412
O: -4.2805 8.9560 -1.2953
H: -2.0631 10.0593 -2.5449
H: -2.1176 11.3353 -1.3134
H: -4.4816 10.9580 -0.8702
O: -3.5359 3.6155 -2.5910
C: -3.5505 2.7455 -3.3988
O: -2.4331 2.1794 -3.9281
C: -2.8632 1.0963 -4.7451
C: -4.2751 1.4873 -5.0727
F: -5.0658 0.3949 -5.2187
O: -4.6854 2.1932 -3.9177
H: -2.8071 0.1661 -4.1745
H: -2.2385 1.0017 -5.6326
H: -4.3725 2.1315 -5.9499